DFT (wB97M-V/def2-TZVPD) results for C35H33N7O5P2Ti as an isolated structure at a distorted geometry.

Values from the calculation:
* lowest unoccupied orbital energy: -6.19 eV
* net charge: +2
* energy relative to the best compared isomer or geometry (same formula, charge and spin): 48.0 kJ/mol
* orbital gap: 0.3032 hartree

Structure (XYZ):
```
83
Properties=species:S:1:pos:R:3:mulliken_charge:R:1
Ti -0.522 0.077 -0.013 -1.3477
N -0.392 -1.890 0.834 -0.0999
C -0.320 -1.813 2.325 -0.6724
C -1.221 -0.667 2.741 0.4394
O -1.874 -0.681 3.753 -0.6105
N -1.217 0.345 1.792 0.4164
C -2.323 1.302 1.828 -0.7941
C -2.916 1.276 0.437 0.4971
O -3.704 2.056 0.000 -0.5532
O -2.352 0.276 -0.303 -0.0965
H -1.285 -2.307 0.587 0.3220
H 0.324 -2.493 0.460 0.3274
H 0.705 -1.603 2.619 0.3018
H -0.638 -2.726 2.807 0.5096
H -2.012 2.320 2.053 0.2812
H -3.073 1.006 2.559 0.5194
O -0.072 1.723 -0.922 0.7432
P -0.830 2.493 -2.051 0.0480
C -2.082 1.415 -2.810 -2.0846
P -1.581 -0.342 -2.955 1.9363
O -0.716 -0.850 -1.763 0.6055
C -0.610 -0.416 -4.445 0.3696
C 0.744 -0.079 -4.414 0.3655
C 1.485 -0.095 -5.585 -1.1635
C 0.879 -0.453 -6.785 -0.8945
C -0.470 -0.791 -6.820 -0.8057
C -1.219 -0.771 -5.652 -1.1877
C -3.044 -1.304 -3.173 0.5647
C -4.271 -0.734 -3.510 -0.5932
C -5.370 -1.556 -3.717 -0.8380
C -5.241 -2.933 -3.588 -0.5751
C -4.016 -3.500 -3.254 -0.8250
C -2.915 -2.690 -3.048 -0.5847
C 0.348 2.937 -3.305 1.1176
C -0.090 3.437 -4.534 -0.7739
C 0.842 3.802 -5.493 -0.8056
C 2.202 3.681 -5.223 -0.6340
C 2.637 3.204 -3.993 -0.7932
C 1.711 2.831 -3.031 -0.1185
C -1.576 3.960 -1.418 0.9203
C -0.836 4.699 -0.491 -0.7787
C -1.341 5.901 -0.021 -0.8232
C -2.569 6.361 -0.483 -0.6156
C -3.296 5.628 -1.413 -0.7662
C -2.802 4.423 -1.885 -0.2723
H -2.262 1.768 -3.829 1.2821
H -2.991 1.497 -2.218 0.9451
H 1.208 0.211 -3.484 0.4949
H 2.535 0.176 -5.565 0.5882
H 1.461 -0.469 -7.699 0.4544
H -0.936 -1.078 -7.756 0.4723
H -2.271 -1.043 -5.678 0.4551
H -4.388 0.339 -3.613 0.4165
H -6.326 -1.120 -3.974 0.4598
H -6.102 -3.570 -3.749 0.4365
H -3.923 -4.574 -3.159 0.4515
H -1.957 -3.131 -2.797 0.4171
H -1.148 3.564 -4.746 0.3888
H 0.509 4.190 -6.448 0.4692
H 2.927 3.973 -5.974 0.4591
H 3.698 3.125 -3.785 0.4703
H 2.043 2.458 -2.069 0.3269
H 0.127 4.340 -0.147 0.4223
H -0.776 6.484 0.695 0.4646
H -2.964 7.301 -0.113 0.4317
H -4.254 5.992 -1.763 0.4619
H -3.387 3.846 -2.595 0.3676
N 2.664 1.860 2.334 0.1190
C 1.384 1.559 2.166 -0.7668
N 1.277 0.774 1.109 1.1444
C 2.572 0.629 0.679 0.1209
N 3.449 1.271 1.398 -0.7171
C 2.877 -0.238 -0.458 -0.0072
C 4.114 -0.286 -1.080 -0.5471
N 4.347 -1.141 -2.072 -0.5452
C 3.346 -1.945 -2.426 -0.4810
C 2.098 -1.861 -1.828 -0.2515
N 1.860 -1.003 -0.844 0.5566
H 3.083 2.425 3.056 0.2128
H 0.579 1.899 2.801 0.5494
H 4.918 0.374 -0.769 0.4959
H 3.535 -2.663 -3.218 0.4604
H 1.271 -2.478 -2.160 0.3431
```

---

DFT (wB97M-V/def2-TZVPD) results for a 2-piece molecular cluster, C4H2ClO2 overall at a distorted geometry.

Values from the calculation:
* lowest unoccupied orbital energy: 3.78 eV
* net charge: -1
* energy relative to the best compared isomer or geometry (same formula, charge and spin): 399.1 kJ/mol
* orbital gap: 0.2481 hartree

Structure (XYZ):
```
9
Properties=species:S:1:pos:R:3:mulliken_charge:R:1
C -0.393 2.047 -1.741 -0.6915
C -1.082 2.085 -0.671 0.6629
C 0.931 0.109 -1.372 0.6925
C 1.892 0.788 -1.001 -0.9467
O -2.014 1.800 0.014 -0.5939
O 0.081 -0.661 -1.514 -0.4100
Cl 1.004 3.009 -1.888 -0.2475
H 1.972 1.675 -0.437 0.3787
H 2.895 0.305 -1.251 0.1555
```

---

DFT (wB97M-V/def2-TZVPD) results for C18H17N3O6RuS2 as an isolated structure.

Values from the calculation:
* lowest unoccupied orbital energy (alpha / beta): 2.38 / 2.32 eV
* multiplicity: 2
* net charge: -1
* expectation value of S²: 0.76
* orbital gap (alpha / beta): 0.2371 / 0.2249 hartree

Structure (XYZ):
```
47
Properties=species:S:1:pos:R:3:mulliken_charge:R:1
Ru 0.093 0.537 -1.826 -0.3654
O 0.374 6.533 -2.464 -0.5405
C 0.291 5.190 -2.265 1.1718
C -0.733 4.622 -1.510 -0.4922
C -0.741 3.252 -1.369 -0.1234
N 0.201 2.512 -1.938 0.1480
C 1.204 3.034 -2.636 0.0174
C 1.288 4.396 -2.827 -0.6980
C 2.239 2.015 -3.084 0.5807
O 3.227 2.393 -3.685 -0.7084
O 1.981 0.800 -2.707 -0.6495
C -1.699 2.436 -0.508 0.2722
O -2.579 3.010 0.112 -0.7419
O -1.431 1.176 -0.493 -0.2816
H -0.377 6.959 -2.037 0.2895
H -1.505 5.211 -1.029 0.4282
H 2.106 4.822 -3.390 0.5571
S -1.261 0.446 -3.526 -0.5275
C -3.871 -2.795 -0.315 -1.4931
C -2.800 -1.712 -0.299 0.4530
C -1.604 -2.168 0.528 -1.3171
N -0.480 -1.247 0.591 0.2658
C 0.434 -1.119 -0.408 0.2408
S 0.306 -1.908 -1.911 -0.1552
N 1.649 -0.496 -0.006 0.2157
C 2.249 -0.495 1.248 -0.0483
O 3.106 0.319 1.518 -0.6282
C 1.897 -1.586 2.219 0.5977
C 1.892 -1.282 3.572 -0.5193
C 1.641 -2.279 4.505 -0.5195
C 1.426 -3.582 4.084 -0.4301
C 1.459 -3.891 2.729 -0.6619
C 1.686 -2.894 1.795 0.0000
H -4.737 -2.483 -0.901 0.3909
H -4.222 -3.029 0.695 0.3425
H -3.490 -3.720 -0.756 0.3377
H -3.191 -0.778 0.104 0.2502
H -2.467 -1.490 -1.314 0.0435
H -1.217 -3.106 0.122 0.3017
H -1.911 -2.358 1.562 0.4603
H -0.597 -0.437 1.182 0.3095
H 2.225 -0.106 -0.751 0.2594
H 2.088 -0.264 3.881 0.4252
H 1.620 -2.037 5.560 0.3786
H 1.235 -4.362 4.811 0.3822
H 1.300 -4.910 2.399 0.4133
H 1.698 -3.128 0.738 0.3679
```

---

DFT (wB97M-V/def2-TZVPD) results for a single C2H6N4O molecule at a distorted geometry.

Values from the calculation:
* lowest unoccupied orbital energy: 1.21 eV
* SMILES string: C1NN1ON1CN1
* energy relative to the best compared isomer or geometry (same formula, charge and spin): 854.8 kJ/mol
* orbital gap: 0.3781 hartree

Structure (XYZ):
```
13
Properties=species:S:1:pos:R:3:mulliken_charge:R:1
C -2.408 0.279 -0.294 0.0395
N -1.932 -0.576 0.697 -0.4696
N -1.033 0.428 0.126 -0.2048
O -0.027 -0.158 -0.706 -0.1607
N 1.001 -0.736 0.090 -0.2197
C 2.484 -0.036 -0.142 -0.1020
N 1.699 0.201 0.944 -0.3717
H -2.712 -0.334 -1.253 0.2332
H -3.196 1.117 -0.100 0.2195
H -1.986 -0.355 1.674 0.2455
H 2.353 0.795 -0.859 0.2565
H 3.342 -0.705 -0.199 0.2787
H 1.970 -0.344 1.732 0.2555
```